[1]
DFT (ωB97M-V/def2-TZVPD) results for a cluster of 2 separate species, C3H9NO2 in total at a distorted geometry.

Calculated values
- LUMO level (eV) = 0.3
- total charge = 0
- SMILES = CC(=O)O.CN
- energy (eV) = -8840.60756
- gap between HOMO and LUMO (eV) = 9.4

Geometry as XYZ:
```
15
C3H9NO2 | the OMol25 dataset | ωB97M-V/def2-TZVPD
H 3.411 2.124 -0.707
O -0.880 -2.911 0.569
H -3.157 -1.286 0.639
N 1.661 0.992 -0.297
O -0.790 -1.313 2.033
H -1.469 -0.618 2.588
H 2.118 0.159 -0.082
H -2.680 -1.620 -0.856
C -2.291 -1.205 0.076
H -2.167 -0.084 -0.017
H 2.576 1.927 -2.207
C 2.393 2.018 -1.142
C -1.248 -1.862 0.912
H 0.687 0.763 -0.582
H 1.837 2.916 -0.926
```


[2]
DFT (ωB97M-V/def2-TZVPD) results for a cluster of 2 separate species, C3H9NO2 in total.

Calculated values
- LUMO level (eV) = 0.9
- total charge = 0
- SMILES = CC=O.NCO
- energy (eV) = -8841.22682
- gap between HOMO and LUMO (eV) = 10.7

Geometry as XYZ:
```
15
C3H9NO2 | the OMol25 dataset | ωB97M-V/def2-TZVPD
H -0.508 0.824 0.257
H 0.328 2.007 0.928
H -0.540 -2.878 -0.655
H 1.932 2.778 -1.207
H 0.217 -3.085 0.927
O 1.152 2.241 -1.368
C -0.136 -2.346 0.204
H -0.945 -1.225 1.932
O -2.088 -0.950 0.322
H 1.166 0.216 -1.180
H 2.357 0.951 -0.221
C 1.319 1.082 -0.538
C -1.135 -1.447 0.866
N 0.424 1.055 0.586
H 0.716 -1.763 -0.144
```


[3]
DFT (ωB97M-V/def2-TZVPD) results for a cluster of 2 separate species, C3H9NO2S in total at a distorted geometry.

Calculated values
- LUMO level (alpha / beta) (eV) = 3.1 / 3.0
- total charge = -1
- 2S+1 = 2
- energy (eV) = -19676.36457
- gap between HOMO and LUMO (alpha / beta) (eV) = 2.4 / 9.1

Geometry as XYZ:
```
16
C3H9NO2S | the OMol25 dataset | ωB97M-V/def2-TZVPD
H 2.141 -1.289 0.644
H 0.181 0.647 -0.696
C -0.447 -0.294 1.016
N -0.083 -0.268 -0.391
H -0.187 2.438 -1.848
H -1.280 1.695 -2.685
H 0.264 0.136 2.952
H -0.643 -2.236 -0.859
S 2.011 -1.168 1.963
H -0.799 -1.270 1.260
H -1.329 0.322 1.167
C 0.686 0.046 1.947
O -0.376 -1.115 -2.479
C -0.428 -1.229 -1.257
O -0.826 2.544 -2.583
H 1.114 1.042 1.849
```


[4]
DFT (ωB97M-V/def2-TZVPD) results for a cluster of 2 separate species, C3H9NO2S in total at a distorted geometry.

Calculated values
- LUMO level (eV) = 5.9
- total charge = -2
- energy (eV) = -19674.74407
- gap between HOMO and LUMO (eV) = 5.8

Geometry as XYZ:
```
16
C3H9NO2S | the OMol25 dataset | ωB97M-V/def2-TZVPD
H -2.777 -0.363 -0.543
H -1.209 0.859 1.060
N -0.493 -0.066 -0.689
H -0.498 -0.801 1.257
C -2.629 -0.803 0.473
H 2.786 0.083 -0.734
H 1.132 1.107 -1.437
C -1.165 -0.116 0.677
H 1.101 0.778 0.463
H -2.480 -1.928 0.382
C 0.941 0.390 -0.550
O 1.909 -0.625 -0.845
O 3.872 1.258 -0.417
H 3.944 1.464 0.511
S -4.046 -0.189 1.361
H -0.388 -1.049 -0.969
```